1.
{
  "formula": "C29H27Cl5N2O4PPdS2",
  "method": "ωB97M-V with the def2-TZVPD basis set",
  "elements": ["Pd", "C", "O", "C", "C", "C", "C", "C", "C", "N", "N", "C", "C", "O", "C", "C", "C", "C", "C", "C", "C", "C", "H", "H", "H", "H", "H", "H", "H", "H", "H", "H", "H", "H", "H", "Cl", "C", "C", "C", "Cl", "C", "Cl", "C", "Cl", "C", "Cl", "C", "C", "C", "O", "P", "S", "S", "O", "C", "C", "C", "H", "H", "H", "H", "H", "H", "H", "H", "H", "H", "H", "H", "H", "H"],
  "positions_angstrom": [[-0.071, -0.683, -1.735], [-0.727, 1.151, -4.862], [-1.000, 0.991, -3.473], [-1.669, 1.999, -2.856], [-1.893, 3.249, -3.429], [-2.593, 4.229, -2.747], [-3.094, 3.979, -1.475], [-2.876, 2.759, -0.883], [-2.165, 1.747, -1.550], [-1.988, 0.515, -0.959], [-2.418, 0.343, 0.212], [-2.416, -0.722, 0.980], [-1.880, -1.996, 0.487], [-1.566, -2.125, -0.711], [-1.757, -3.061, 1.446], [-2.169, -2.917, 2.725], [-2.752, -1.706, 3.207], [-3.176, -1.577, 4.535], [-3.744, -0.405, 4.980], [-3.922, 0.665, 4.101], [-3.496, 0.569, 2.798], [-2.895, -0.607, 2.327], [-1.636, 1.423, -5.406], [-0.375, 0.187, -5.219], [0.056, 1.897, -5.028], [-1.518, 3.472, -4.414], [-2.745, 5.190, -3.213], [-3.650, 4.740, -0.952], [-3.245, 2.545, 0.107], [-1.338, -3.983, 1.075], [-2.056, -3.732, 3.422], [-3.052, -2.415, 5.203], [-4.066, -0.316, 6.006], [-4.410, 1.563, 4.448], [-3.634, 1.394, 2.117], [3.381, 0.131, -2.940], [2.405, -0.867, -3.942], [1.143, -1.210, -3.494], [0.335, -1.993, -4.302], [-1.237, -2.287, -3.644], [0.744, -2.452, -5.551], [-0.307, -3.376, -6.535], [2.031, -2.108, -5.988], [2.580, -2.646, -7.517], [2.862, -1.316, -5.188], [4.425, -0.881, -5.739], [1.500, -1.760, 3.863], [0.900, -0.855, 2.798], [0.192, 0.340, 3.416], [1.996, -0.382, 1.998], [2.068, -0.337, 0.412], [1.573, -2.140, -0.358], [0.861, 1.151, -0.308], [3.575, -0.024, 0.159], [4.486, 0.808, 0.933], [3.812, 2.029, 1.532], [5.172, -0.057, 1.974], [0.714, -2.155, 4.500], [2.193, -1.186, 4.474], [2.037, -2.584, 3.401], [0.214, -1.423, 2.157], [0.902, 0.909, 4.013], [-0.611, -0.004, 4.061], [-0.224, 0.988, 2.649], [5.213, 1.124, 0.176], [3.118, 1.746, 2.319], [3.275, 2.593, 0.771], [4.580, 2.666, 1.961], [4.459, -0.383, 2.726], [5.961, 0.514, 2.454], [5.611, -0.930, 1.497]],
  "mulliken_charge": [-0.217, -0.884, 0.105, 0.562, -0.646, -0.735, -1.029, -0.211, 0.362, -0.079, -0.011, -0.132, 0.431, -0.679, -0.638, -0.813, 0.798, -0.977, -0.618, -0.823, -0.252, 0.887, 0.473, 0.059, 0.368, 0.454, 0.429, 0.416, 0.516, 0.492, 0.451, 0.439, 0.420, 0.449, 0.399, -0.124, 0.768, -0.948, 0.851, -0.065, 0.147, -0.148, 0.524, -0.153, 0.069, -0.157, -1.694, 1.856, -1.458, 0.361, 0.540, -0.338, -0.267, -0.332, 0.550, -1.315, -1.248, 0.419, 0.354, 0.379, -0.837, 0.468, 0.369, 0.277, 0.396, 0.211, 0.304, 0.509, 0.155, 0.448, 0.361],
  "multiplicity": 1,
  "max_force_ev_per_a": 2.31,
  "e_homo_ev": [-10.194, -10.194],
  "gap_ev": [4.07, 4.06],
  "charge": 1
}

***

2.
{
  "formula": "C29H27FeN4O3PS4",
  "method": "ωB97M-V with the def2-TZVPD basis set",
  "elements": ["Fe", "C", "C", "N", "N", "C", "S", "S", "C", "C", "C", "C", "C", "C", "C", "C", "C", "C", "C", "C", "C", "O", "H", "H", "H", "H", "H", "H", "H", "H", "H", "H", "H", "H", "H", "H", "N", "N", "C", "O", "O", "H", "H", "H", "S", "P", "S", "C", "C", "C", "C", "C", "C", "C", "C", "C", "C", "C", "C", "H", "H", "H", "H", "H", "H", "H", "H", "H", "H"],
  "positions_angstrom": [[-0.517, -0.373, -0.199], [2.398, -0.403, 2.795], [1.043, 0.240, 2.869], [0.038, -0.515, 3.069], [-1.176, 0.012, 3.414], [-2.231, 0.015, 2.702], [-2.551, -0.404, 1.033], [-3.729, 0.550, 3.620], [-3.392, 2.338, 3.777], [-4.149, 3.122, 2.727], [-3.557, 3.411, 1.503], [-4.274, 4.055, 0.501], [-5.598, 4.427, 0.712], [-6.199, 4.151, 1.938], [-5.477, 3.502, 2.934], [0.935, 1.716, 2.661], [1.152, 2.653, 3.664], [0.958, 4.016, 3.432], [0.548, 4.421, 2.162], [0.349, 3.495, 1.141], [0.545, 2.120, 1.362], [0.439, 1.218, 0.425], [2.293, -1.491, 2.773], [2.995, -0.115, 3.668], [2.941, -0.071, 1.902], [-2.312, 2.442, 3.682], [-3.695, 2.630, 4.781], [-2.533, 3.111, 1.328], [-3.799, 4.254, -0.456], [-6.163, 4.911, -0.075], [-7.235, 4.430, 2.112], [-5.952, 3.270, 3.886], [1.450, 2.309, 4.652], [1.114, 4.740, 4.223], [0.377, 5.475, 1.967], [0.036, 3.807, 0.148], [2.527, -0.484, -0.962], [2.568, -1.881, -0.855], [1.525, -2.672, -0.336], [1.782, -3.855, -0.093], [0.388, -2.083, -0.174], [1.946, -0.243, -1.745], [2.092, -0.074, -0.151], [3.482, -2.247, -0.702], [-1.393, -1.493, -5.306], [-2.102, -0.355, -3.863], [-0.867, 0.457, -2.507], [-3.028, 1.053, -4.611], [-2.765, 2.379, -4.284], [-3.475, 3.412, -4.900], [-4.450, 3.122, -5.845], [-4.714, 1.794, -6.181], [-4.005, 0.768, -5.571], [-3.440, -1.193, -2.938], [-4.063, -0.518, -1.884], [-5.098, -1.120, -1.183], [-5.516, -2.403, -1.526], [-4.891, -3.083, -2.565], [-3.848, -2.480, -3.270], [-2.005, 2.591, -3.539], [-3.264, 4.444, -4.636], [-5.007, 3.925, -6.317], [-5.474, 1.561, -6.921], [-4.193, -0.267, -5.839], [-3.711, 0.470, -1.597], [-5.565, -0.594, -0.356], [-6.315, -2.878, -0.969], [-5.206, -4.089, -2.824], [-3.340, -2.997, -4.077]],
  "mulliken_charge": [0.948, -1.388, 0.738, -0.546, -0.399, 0.158, -0.248, -0.210, -0.689, 0.206, 0.161, -0.810, -0.406, -0.518, -0.371, 0.378, -0.508, -0.744, -0.414, -0.778, 0.236, 0.138, 0.378, 0.295, 0.317, -0.004, 0.504, 0.404, 0.451, 0.363, 0.349, 0.345, 0.371, 0.357, 0.377, 0.471, -0.749, -0.124, 0.530, -0.773, -0.705, 0.329, 0.202, 0.241, -0.546, 0.902, -0.651, 0.316, -0.196, -0.576, -0.352, -0.587, -0.558, 0.178, -0.955, -0.438, -0.418, -0.451, -0.286, 0.339, 0.373, 0.337, 0.346, 0.303, 0.628, 0.416, 0.352, 0.351, 0.308],
  "multiplicity": 5,
  "max_force_ev_per_a": 0.55,
  "e_homo_ev": [-2.555, -2.620],
  "gap_ev": [6.81, 6.87],
  "charge": -2
}

***

3.
{
  "formula": "C29H27N7O4S2Sn",
  "method": "ωB97M-V with the def2-TZVPD basis set",
  "elements": ["Sn", "C", "C", "C", "C", "C", "C", "C", "S", "O", "O", "N", "C", "C", "C", "C", "C", "C", "C", "C", "N", "C", "H", "H", "H", "H", "H", "H", "H", "H", "H", "H", "H", "H", "H", "N", "C", "C", "C", "C", "C", "C", "S", "O", "O", "N", "C", "N", "C", "C", "C", "N", "H", "H", "H", "H", "H", "H", "H", "H", "H", "C", "C", "C", "N", "H", "H", "H", "H", "H"],
  "positions_angstrom": [[1.276, -0.007, 0.706], [-4.157, -5.415, 1.543], [-3.614, -4.020, 1.599], [-2.239, -3.782, 1.565], [-1.737, -2.495, 1.608], [-2.627, -1.429, 1.682], [-4.007, -1.634, 1.723], [-4.484, -2.928, 1.681], [-2.050, 0.206, 1.718], [-3.001, 1.065, 2.328], [-2.021, 0.695, 0.194], [-0.558, 0.261, 2.149], [-0.271, 0.158, 3.549], [-1.187, -0.016, 4.554], [-0.781, -0.065, 5.906], [0.528, 0.069, 6.257], [1.501, 0.244, 5.247], [2.879, 0.390, 5.523], [3.775, 0.543, 4.501], [3.293, 0.534, 3.186], [2.014, 0.410, 2.894], [1.101, 0.273, 3.896], [-3.384, -6.155, 1.739], [-4.573, -5.615, 0.553], [-4.961, -5.549, 2.265], [-1.555, -4.619, 1.520], [-0.667, -2.331, 1.606], [-4.684, -0.795, 1.804], [-5.552, -3.101, 1.724], [-2.244, -0.097, 4.342], [-1.539, -0.201, 6.665], [0.837, 0.044, 7.293], [3.213, 0.376, 6.553], [4.833, 0.655, 4.683], [3.980, 0.625, 2.350], [4.039, -0.479, -7.363], [3.294, -0.063, -6.326], [3.779, -0.180, -5.003], [3.024, 0.247, -3.945], [1.760, 0.804, -4.181], [1.259, 0.927, -5.487], [2.017, 0.502, -6.542], [0.785, 1.341, -2.909], [-0.139, 2.371, -3.260], [-0.164, -0.016, -2.631], [1.572, 1.422, -1.586], [1.566, 2.548, -0.795], [1.681, 3.775, -1.267], [1.680, 4.757, -0.373], [1.587, 4.539, 0.999], [1.487, 3.232, 1.412], [1.467, 2.238, 0.515], [4.956, -0.865, -7.224], [3.715, -0.384, -8.309], [4.760, -0.602, -4.832], [3.405, 0.169, -2.937], [0.290, 1.377, -5.658], [1.645, 0.608, -7.552], [1.763, 5.762, -0.770], [1.594, 5.356, 1.705], [1.411, 2.950, 2.454], [-2.671, -0.127, -3.829], [-2.571, 0.377, -2.394], [-1.213, 0.222, -1.798], [-0.901, 0.306, -0.562], [-3.698, -0.020, -4.173], [-2.393, -1.177, -3.910], [-2.033, 0.452, -4.494], [-3.290, -0.111, -1.735], [-2.799, 1.448, -2.350]],
  "mulliken_charge": [0.828, -1.504, 0.895, -0.979, -0.176, 0.841, -0.581, -0.862, 0.713, -0.616, -0.325, 0.374, 0.356, -0.793, -1.143, -0.957, 0.785, -0.525, -1.013, -0.118, 0.115, 0.395, 0.372, 0.324, 0.396, 0.385, 0.258, 0.542, 0.436, 0.504, 0.427, 0.455, 0.476, 0.430, 0.467, -0.441, 1.157, -0.913, -0.453, -0.028, -0.544, -0.879, 1.460, -0.690, -0.341, -0.379, 0.547, -0.546, -0.305, -0.838, 0.018, 0.219, 0.203, 0.207, 0.324, 0.466, 0.455, 0.325, 0.456, 0.420, 0.444, -1.226, -0.181, -0.049, 0.227, 0.425, 0.350, 0.218, 0.423, 0.283],
  "multiplicity": 1,
  "max_force_ev_per_a": 0.44,
  "e_homo_ev": -13.171,
  "gap_ev": 7.79,
  "charge": 2
}